{
  "formula": "C54H96N2O23Pb",
  "method": "ωB97M-V with the def2-TZVPD basis set",
  "energy_ev": -112868.4538,
  "multiplicity": 1,
  "de_lowest_kcal_mol": 0.0,
  "symbols": ["Pb", "C", "C", "C", "C", "C", "C", "N", "O", "C", "C", "C", "H", "H", "H", "H", "H", "H", "H", "H", "H", "H", "H", "H", "H", "H", "H", "H", "H", "H", "C", "C", "C", "C", "C", "C", "N", "O", "C", "C", "C", "H", "H", "H", "H", "H", "H", "H", "H", "H", "H", "H", "H", "H", "H", "H", "H", "H", "H", "C", "C", "C", "O", "C", "H", "H", "H", "H", "H", "H", "H", "H", "C", "C", "C", "O", "C", "H", "H", "H", "H", "H", "H", "H", "H", "C", "C", "C", "O", "C", "H", "H", "H", "H", "H", "H", "H", "H", "C", "C", "C", "O", "C", "O", "O", "H", "H", "H", "H", "H", "H", "C", "C", "C", "O", "C", "O", "O", "H", "H", "H", "H", "H", "H", "C", "C", "C", "O", "C", "O", "O", "H", "H", "H", "H", "H", "H", "C", "C", "C", "O", "C", "O", "O", "H", "H", "H", "H", "H", "H", "C", "C", "C", "O", "C", "O", "O", "H", "H", "H", "H", "H", "H", "C", "C", "C", "O", "C", "O", "O", "H", "H", "H", "H", "H", "H"],
  "xyz": [[-3.210, 0.923, 1.879], [-1.413, -1.585, -2.508], [-1.691, -1.729, -0.990], [-0.903, -2.999, -0.581], [0.590, -2.864, -0.455], [0.928, -1.716, 0.519], [0.227, -0.410, 0.134], [-1.211, -0.673, -0.093], [-2.061, 0.459, -0.186], [0.887, 0.306, -1.060], [0.417, 0.510, 1.348], [-3.217, -2.091, -0.804], [-1.684, -0.552, -2.733], [-1.929, -2.364, -3.070], [-0.369, -1.751, -2.760], [-1.109, -3.748, -1.351], [-1.290, -3.339, 0.386], [1.002, -2.626, -1.439], [1.132, -3.707, -0.033], [1.998, -1.546, 0.649], [0.565, -2.096, 1.479], [0.237, 1.156, -1.262], [0.926, -0.296, -1.966], [1.895, 0.667, -0.854], [-0.038, 0.133, 2.271], [-0.049, 1.498, 1.296], [1.460, 0.695, 1.615], [-3.419, -2.257, 0.261], [-3.655, -2.958, -1.298], [-3.835, -1.221, -1.036], [-0.304, 4.424, 1.929], [-0.316, 4.219, 3.444], [0.160, 5.615, 3.950], [0.107, 5.765, 5.443], [-1.383, 5.592, 5.840], [-1.964, 4.225, 5.411], [-1.643, 3.941, 3.971], [-2.270, 2.765, 3.475], [-3.498, 4.417, 5.431], [-1.471, 3.122, 6.364], [0.738, 3.138, 3.757], [-0.896, 5.308, 1.656], [-0.887, 3.673, 1.391], [0.656, 4.715, 1.503], [-0.362, 6.454, 3.496], [1.238, 5.581, 3.765], [0.295, 6.772, 5.829], [0.737, 5.120, 6.060], [-1.906, 6.371, 5.285], [-1.390, 5.732, 6.922], [-3.834, 5.211, 4.768], [-3.848, 4.591, 6.453], [-4.020, 3.505, 5.132], [-1.894, 2.172, 6.033], [-1.840, 3.387, 7.357], [-0.394, 2.972, 6.379], [1.778, 3.394, 3.521], [0.448, 2.283, 3.148], [0.904, 3.007, 4.828], [-4.869, 4.368, -0.657], [-5.280, 4.781, 0.791], [-5.337, 3.493, 1.607], [-4.545, 2.587, 0.869], [-4.629, 2.852, -0.499], [-3.899, 4.777, -0.930], [-5.690, 4.611, -1.326], [-6.170, 5.408, 0.856], [-4.544, 5.447, 1.245], [-6.344, 3.084, 1.745], [-5.009, 3.693, 2.628], [-5.407, 2.249, -0.987], [-3.778, 2.466, -1.066], [4.248, 3.226, -0.586], [2.994, 3.884, -1.025], [3.236, 4.076, -2.512], [4.656, 4.264, -2.629], [5.332, 3.870, -1.414], [4.117, 2.163, -0.817], [4.580, 3.265, 0.454], [3.015, 4.926, -0.681], [2.128, 3.313, -0.695], [2.653, 4.855, -2.994], [3.034, 3.083, -2.930], [5.735, 4.803, -1.014], [6.152, 3.184, -1.636], [1.825, -1.106, -4.537], [3.291, -0.816, -4.279], [3.830, -0.786, -5.694], [3.138, -1.859, -6.335], [1.797, -2.037, -5.779], [1.280, -0.255, -4.952], [1.383, -1.594, -3.672], [3.713, -1.674, -3.752], [3.489, 0.103, -3.728], [4.909, -0.933, -5.741], [3.494, 0.008, -6.371], [1.783, -3.036, -5.348], [1.162, -1.655, -6.572], [-4.827, -3.275, -7.477], [-3.391, -2.780, -7.541], [-2.825, -2.372, -6.161], [-1.456, -2.717, -6.266], [-1.254, -3.570, -7.273], [-0.226, -4.100, -7.585], [-2.460, -3.798, -7.936], [-5.105, -3.638, -8.465], [-5.467, -2.469, -7.126], [-4.831, -4.144, -6.817], [-3.235, -2.021, -8.311], [-3.344, -2.877, -5.347], [-2.980, -1.299, -6.059], [3.952, -8.157, -4.329], [4.310, -7.058, -3.296], [4.225, -5.629, -3.724], [3.156, -5.058, -3.005], [2.829, -5.875, -1.969], [1.980, -5.698, -1.154], [3.356, -7.090, -2.219], [3.016, -7.993, -4.866], [3.860, -9.139, -3.869], [4.726, -8.135, -5.098], [5.371, -7.251, -3.119], [3.968, -5.569, -4.786], [5.119, -5.013, -3.630], [-3.213, 2.624, -4.318], [-1.926, 3.345, -3.888], [-1.050, 2.691, -2.850], [0.278, 2.998, -3.251], [0.202, 3.055, -4.614], [1.103, 2.817, -5.352], [-1.044, 3.389, -5.021], [-3.681, 3.071, -5.193], [-3.961, 2.719, -3.528], [-2.903, 1.591, -4.481], [-2.226, 4.351, -3.580], [-1.174, 1.609, -2.780], [-1.261, 3.161, -1.890], [-4.814, -4.772, 1.829], [-3.938, -4.278, 2.959], [-2.401, -4.503, 2.760], [-1.835, -3.241, 2.954], [-2.728, -2.297, 3.042], [-2.476, -1.106, 3.100], [-3.934, -2.822, 2.911], [-4.412, -4.742, 0.817], [-5.779, -4.285, 1.958], [-4.910, -5.858, 1.923], [-4.159, -4.724, 3.927], [-2.142, -4.945, 1.798], [-2.154, -5.246, 3.519], [0.696, -1.710, 4.311], [1.064, -1.144, 5.685], [0.457, 0.185, 6.126], [0.113, -0.043, 7.462], [0.139, -1.358, 7.746], [-0.184, -1.879, 8.773], [0.602, -2.024, 6.687], [-0.371, -1.610, 4.104], [0.934, -2.763, 4.176], [1.190, -1.102, 3.552], [2.133, -0.905, 5.674], [-0.471, 0.416, 5.591], [1.162, 0.993, 5.937], [4.141, -1.398, 2.911], [5.571, -0.928, 3.114], [6.422, -1.829, 4.050], [7.346, -2.388, 3.120], [7.358, -1.684, 1.948], [8.078, -1.951, 1.051], [6.346, -0.754, 1.945], [3.537, -0.842, 2.197], [3.685, -1.388, 3.902], [4.103, -2.442, 2.587], [5.489, 0.025, 3.641], [5.865, -2.468, 4.734], [7.076, -1.264, 4.719]]
}